# 1
C5H12O | ωB97M-V/def2-TZVPD

The energy above the lowest of the compared OMol25 structures with the same formula, charge and spin is 68.1 kJ/mol. For the largest force on an atom, the calculation gives 0.89 eV Å⁻¹. The calculation puts the highest occupied orbital energy at -10.20 eV. The calculated total energy comes out at -7426.6055 eV. Its SMILES is CCCCCO. The calculation puts the HOMO-LUMO gap at 11.2 eV.

Each line ends with the Mulliken charge.
CARTESIAN COORDINATES (ANGSTROEM)
1 C -0.924 1.145 2.307  -1.334
2 C -0.097 0.194 1.449  -0.304
3 C -0.103 0.573 -0.048  -0.843
4 C -0.325 -0.589 -1.022  -0.567
5 C 0.965 -1.098 -1.671  -0.588
6 O 1.270 -0.330 -2.839  -0.518
7 H -1.159 0.689 3.272  0.364
8 H -1.923 1.316 1.910  0.382
9 H -0.435 2.092 2.505  0.311
10 H -0.466 -0.825 1.604  0.353
11 H 0.923 0.180 1.816  0.243
12 H 0.847 1.053 -0.275  0.393
13 H -0.834 1.359 -0.217  0.444
14 H -0.982 -0.285 -1.839  0.280
15 H -0.813 -1.410 -0.508  0.436
16 H 0.828 -2.147 -1.904  0.370
17 H 1.789 -0.975 -0.961  0.276
18 H 1.439 -0.942 -3.580  0.303



# 2
C27H42BrKN4O5SSi | ωB97M-V/def2-TZVPD

The energy above the lowest of the compared OMol25 structures with the same formula, charge and spin is 146.1 kJ/mol. For the largest force on an atom, the calculation gives 3.55 eV Å⁻¹. The calculation puts the highest occupied orbital energy at -1.73 eV. The calculated total energy comes out at -149963.3762 eV. The calculation puts the HOMO-LUMO gap at 5.4 eV. The charge is -2.

Each line ends with the Mulliken charge.
CARTESIAN COORDINATES (ANGSTROEM)
1 K 2.427 -0.215 -3.168  0.931
2 N 7.009 2.163 -3.178  -0.470
3 C 6.118 1.951 -2.134  0.268
4 S 5.387 3.314 -1.430  -0.588
5 N 6.042 0.714 -1.719  -0.964
6 N 4.997 0.057 -1.311  0.845
7 C 5.137 -0.826 -0.378  -1.153
8 C 4.071 -1.736 -0.029  0.837
9 C 4.210 -2.591 1.080  -0.770
10 C 3.215 -3.504 1.365  -0.344
11 C 2.086 -3.551 0.555  -0.863
12 C 2.006 -2.649 -0.499  -0.046
13 N 2.962 -1.773 -0.786  0.219
14 H 7.404 3.086 -3.198  0.203
15 H 7.651 1.405 -3.353  0.229
16 H 6.077 -0.916 0.173  0.211
17 H 5.093 -2.521 1.704  0.312
18 H 3.319 -4.177 2.210  0.416
19 H 1.299 -4.272 0.736  0.446
20 H 1.132 -2.627 -1.150  0.380
21 O 1.157 -0.324 -6.885  -0.830
22 C 1.435 0.210 -5.798  0.230
23 O 2.570 0.431 -5.307  -0.848
24 C 0.215 0.846 -5.024  -0.182
25 C 0.640 2.032 -4.133  0.047
26 C -0.529 3.028 -4.049  -1.030
27 C -1.518 2.220 -3.171  -0.797
28 C -0.668 0.976 -2.829  1.213
29 O 0.659 1.503 -2.802  -0.591
30 C -0.605 -0.002 -4.011  0.170
31 C -0.009 -1.345 -3.464  -0.348
32 O -0.647 -1.832 -2.493  -0.694
33 O 1.023 -1.807 -3.973  -0.802
34 H -0.446 1.190 -5.821  0.531
35 H 1.605 2.455 -4.395  0.583
36 H -0.212 3.946 -3.549  0.398
37 H -0.930 3.283 -5.030  0.335
38 H -1.789 2.767 -2.266  0.146
39 H -2.436 1.952 -3.698  0.422
40 H -0.921 0.495 -1.892  -0.765
41 H -1.597 -0.249 -4.392  0.596
42 C -1.832 -1.155 4.687  -1.850
43 C -0.806 -0.560 3.713  2.588
44 C 0.275 -1.624 3.456  -2.142
45 C -0.095 0.617 4.394  -2.175
46 Si -1.623 -0.001 2.033  -0.130
47 Br 0.171 0.399 0.726  -0.300
48 C -2.528 1.720 2.204  2.633
49 C -3.411 1.755 3.460  -1.841
50 C -3.426 2.008 0.992  -1.971
51 C -1.519 2.876 2.274  -1.823
52 C -2.724 -1.362 1.233  2.793
53 C -3.005 -1.049 -0.245  -2.008
54 C -4.067 -1.489 1.972  -1.896
55 C -2.010 -2.721 1.261  -2.277
56 H -1.351 -1.384 5.645  0.522
57 H -2.246 -2.089 4.300  0.311
58 H -2.661 -0.472 4.886  0.290
59 H 0.716 -1.927 4.413  0.570
60 H 1.074 -1.232 2.827  0.355
61 H -0.124 -2.514 2.973  0.317
62 H 0.494 0.248 5.241  0.582
63 H -0.797 1.359 4.778  0.345
64 H 0.592 1.107 3.702  0.346
65 H -4.148 0.949 3.450  0.297
66 H -3.953 2.707 3.506  0.522
67 H -2.820 1.669 4.373  0.290
68 H -4.246 1.293 0.913  0.315
69 H -2.850 1.991 0.065  0.166
70 H -3.867 3.006 1.099  0.623
71 H -0.815 2.773 3.097  0.308
72 H -2.061 3.820 2.408  0.531
73 H -0.943 2.946 1.352  0.304
74 H -3.361 -0.033 -0.407  0.211
75 H -3.782 -1.732 -0.608  0.573
76 H -2.128 -1.211 -0.875  0.338
77 H -4.660 -0.577 1.878  0.314
78 H -3.938 -1.705 3.036  0.278
79 H -4.650 -2.305 1.532  0.549
80 H -0.992 -2.636 0.873  0.301
81 H -2.544 -3.419 0.609  0.584
82 H -1.979 -3.154 2.264  0.371



> Among the records above, which one has the highest HOMO-LUMO gap?

C5H12O



> Which formula does entry 2 have?

C27H42BrKN4O5SSi